Record 1
{"formula": "C4H12NO2", "method": "ωB97M-V/def2-TZVPD", "homo_lumo_gap_ha": 0.2525, "charge": -1, "homo_energy_ev": -2.8, "symbols": ["C", "O", "C", "C", "C", "N", "H", "H", "H", "H", "H", "H", "H", "H", "H", "H", "H", "H", "O"], "coordinates": [[0.908, 0.699, -0.755], [0.028, 1.236, -1.594], [0.176, 0.174, 0.632], [1.235, -0.464, 1.583], [0.872, -1.260, 2.814], [-0.632, 1.176, 1.301], [1.605, -0.235, -1.094], [1.780, 1.301, -0.387], [-0.479, -0.760, 0.387], [2.129, -1.100, 1.158], [1.733, 0.490, 1.904], [0.120, -1.973, 2.406], [0.439, -0.697, 3.577], [1.832, -1.636, 3.208], [-0.443, 2.060, 0.847], [-1.665, 1.206, 1.251], [-2.507, -1.044, -2.660], [-1.477, -0.640, -3.574], [-2.252, -1.248, -3.627]], "forces_ev_per_a": [[-0.27, -1.73, 1.08], [0.66, -0.18, -0.03], [-0.11, -3.69, -1.37], [2.70, 2.01, -0.06], [-0.03, -0.70, -1.67], [-0.40, 1.25, 0.47], [-1.55, 0.84, 0.14], [-0.32, 0.80, 0.10], [0.54, 1.61, -0.21], [-2.01, 1.36, -0.39], [0.20, -0.74, 0.18], [0.70, -0.40, 0.97], [-1.01, 1.05, 1.16], [-0.74, -0.64, -0.07], [0.49, 0.23, -0.17], [0.98, -1.24, -0.29], [0.06, -0.84, -2.08], [-0.23, -0.47, -0.63], [0.33, 1.46, 2.86]], "nbo_charge": [0.0143, -0.9418, -0.0776, -0.4011, -0.6114, -0.8863, 0.0417, 0.0658, 0.1313, 0.1853, 0.1817, 0.1919, 0.1947, 0.1905, 0.3672, 0.3584, 0.4701, 0.4900, -0.9648]}


Record 2
{"formula": "C56H33F5N13O4Y", "method": "ωB97M-V/def2-TZVPD", "homo_lumo_gap_ha": [0.1820, 0.1824], "charge": -2, "homo_energy_ev": [-1.4, -1.4], "symbols": ["Y", "C", "C", "C", "C", "C", "N", "C", "N", "C", "C", "C", "C", "C", "C", "C", "C", "N", "C", "N", "C", "N", "C", "N", "C", "N", "C", "C", "C", "C", "C", "C", "C", "C", "C", "C", "C", "C", "N", "C", "C", "H", "H", "H", "H", "H", "H", "H", "H", "H", "H", "H", "H", "H", "H", "H", "H", "O", "C", "C", "C", "C", "C", "C", "C", "N", "N", "C", "O", "C", "C", "C", "C", "C", "C", "H", "H", "H", "H", "H", "H", "H", "H", "H", "H", "F", "C", "C", "F", "C", "F", "C", "O", "C", "F", "C", "F", "C", "N", "C", "C", "O", "N", "C", "N", "H", "H", "H", "H", "H", "H", "H"], "coordinates": [[0.099, -0.087, 0.142], [-0.713, -0.316, -6.313], [0.554, -0.909, -6.317], [1.074, -1.502, -5.174], [0.299, -1.480, -4.026], [0.564, -1.865, -2.640], [-0.452, -1.438, -1.848], [-1.456, -0.997, -2.646], [-2.719, -0.857, -2.292], [-3.090, -0.896, -1.018], [-4.493, -0.986, -0.625], [-5.668, -1.140, -1.340], [-6.855, -1.247, -0.629], [-6.863, -1.197, 0.768], [-5.686, -1.033, 1.484], [-4.501, -0.928, 0.774], [-3.102, -0.824, 1.174], [-2.735, -0.766, 2.446], [-1.486, -0.978, 2.818], [-0.493, -1.477, 2.038], [0.511, -1.908, 2.840], [1.548, -2.640, 2.479], [1.850, -2.844, 1.205], [1.242, -2.337, 0.102], [1.873, -2.825, -0.994], [1.580, -2.609, -2.267], [2.975, -3.697, -0.591], [3.957, -4.371, -1.301], [4.923, -5.056, -0.580], [4.899, -5.079, 0.818], [3.910, -4.415, 1.527], [2.953, -3.717, 0.808], [0.220, -1.548, 4.228], [0.940, -1.653, 5.407], [0.379, -1.128, 6.562], [-0.877, -0.515, 6.541], [-1.604, -0.416, 5.365], [-1.044, -0.939, 4.211], [-2.304, -0.819, 0.080], [-0.981, -0.906, -4.027], [-1.498, -0.315, -5.169], [-1.074, 0.163, -7.216], [1.141, -0.897, -7.228], [2.065, -1.936, -5.158], [-5.653, -1.161, -2.423], [-7.793, -1.373, -1.159], [-7.804, -1.290, 1.298], [-5.684, -0.980, 2.566], [3.972, -4.338, -2.383], [5.718, -5.572, -1.106], [5.679, -5.609, 1.352], [3.890, -4.422, 2.610], [1.920, -2.113, 5.417], [0.924, -1.183, 7.497], [-1.281, -0.099, 7.457], [-2.573, 0.066, 5.329], [-2.475, 0.153, -5.151], [-0.779, 1.668, 1.301], [-0.969, 2.887, 0.931], [-2.154, 3.577, 1.303], [-2.421, 4.858, 0.877], [-1.501, 5.561, 0.091], [-0.302, 4.951, -0.221], [-0.013, 3.643, 0.178], [1.320, 3.121, -0.017], [1.605, 1.882, 0.102], [2.953, 1.602, 0.228], [3.095, 0.528, 0.963], [2.132, -0.121, 1.492], [4.496, 0.114, 1.266], [5.593, 0.709, 0.649], [6.879, 0.297, 0.960], [7.085, -0.707, 1.898], [5.995, -1.298, 2.522], [4.708, -0.892, 2.207], [-2.874, 3.020, 1.889], [-3.357, 5.331, 1.155], [-1.710, 6.573, -0.239], [0.455, 5.487, -0.789], [2.135, 3.837, -0.138], [5.420, 1.492, -0.078], [7.727, 0.758, 0.467], [8.093, -1.029, 2.137], [6.152, -2.084, 3.252], [3.842, -1.340, 2.678], [7.382, 1.803, -3.460], [6.109, 1.438, -3.192], [5.120, 2.383, -3.002], [5.437, 3.690, -3.098], [3.824, 2.009, -2.729], [2.909, 2.997, -2.671], [3.392, 0.663, -2.558], [2.185, 0.343, -2.251], [4.440, -0.258, -2.842], [4.181, -1.573, -2.884], [5.740, 0.110, -3.130], [6.657, -0.840, -3.386], [-1.373, 4.112, -4.259], [-1.720, 3.095, -3.304], [-2.907, 3.173, -2.496], [-2.617, 2.109, -1.425], [-3.421, 1.827, -0.569], [-1.337, 1.636, -1.607], [-0.838, 2.268, -2.673], [0.388, 2.114, -3.123], [-2.281, 4.422, -4.776], [-0.681, 3.713, -5.003], [-0.922, 4.991, -3.783], [-3.811, 2.923, -3.056], [-3.020, 4.152, -2.017], [1.052, 1.429, -2.688], [0.723, 2.661, -3.893]], "forces_ev_per_a": [[0.00, 0.01, 0.34], [-0.01, 0.00, -0.01], [0.05, -0.07, -0.01], [0.03, -0.02, -0.01], [-0.32, 0.13, -0.08], [0.02, -0.34, 0.16], [0.07, 0.27, -0.06], [-0.29, -0.36, 0.11], [0.10, 0.22, -0.26], [-0.03, -0.06, 0.14], [0.04, -0.04, 0.28], [-0.06, 0.06, -0.10], [0.01, 0.00, -0.09], [0.03, 0.02, 0.13], [-0.05, 0.04, 0.06], [0.06, -0.09, -0.27], [-0.05, 0.02, 0.00], [0.09, 0.27, 0.17], [-0.27, -0.30, -0.03], [0.10, 0.37, 0.11], [0.01, -0.29, -0.05], [0.13, 0.17, 0.11], [-0.21, -0.30, -0.01], [0.35, 0.18, -0.10], [-0.21, -0.27, 0.16], [0.26, 0.27, -0.31], [-0.02, 0.03, 0.23], [0.01, -0.05, -0.03], [-0.04, -0.01, -0.13], [0.00, -0.01, 0.11], [0.03, -0.06, 0.08], [0.05, 0.10, -0.23], [-0.30, 0.15, 0.03], [0.06, -0.05, 0.05], [0.06, -0.05, 0.01], [-0.09, 0.04, -0.02], [-0.09, -0.05, 0.01], [0.31, -0.12, 0.01], [0.01, 0.11, -0.08], [0.33, -0.09, -0.11], [-0.13, -0.03, 0.00], [-0.02, -0.02, 0.01], [0.01, 0.03, 0.02], [0.00, 0.00, 0.02], [0.01, -0.05, 0.01], [0.01, 0.01, -0.01], [0.00, 0.02, -0.01], [0.01, -0.04, 0.00], [0.01, 0.04, -0.01], [0.00, 0.00, 0.01], [-0.02, -0.01, 0.00], [0.00, 0.03, -0.01], [-0.01, 0.00, -0.03], [0.01, 0.01, -0.01], [0.01, -0.01, 0.00], [0.01, 0.00, 0.02], [0.01, -0.02, 0.00], [-0.12, -0.28, -0.17], [0.05, 0.34, 0.26], [0.00, -0.04, 0.07], [0.06, 0.00, 0.03], [0.01, 0.12, -0.07], [0.01, -0.06, -0.02], [-0.26, -0.07, 0.09], [0.13, -0.10, 0.09], [-0.11, 0.21, -0.13], [0.44, 0.04, -0.03], [-0.31, 0.56, 0.05], [-0.15, -0.13, -0.35], [0.06, -0.17, 0.14], [-0.01, 0.02, -0.11], [0.03, 0.02, -0.01], [0.01, -0.02, 0.01], [0.08, -0.02, 0.01], [-0.07, 0.05, -0.03], [0.00, 0.00, -0.02], [-0.01, -0.03, 0.01], [0.00, -0.01, 0.01], [0.00, 0.02, 0.02], [0.07, -0.03, 0.01], [-0.02, 0.00, -0.02], [-0.02, 0.00, -0.02], [-0.01, -0.01, 0.00], [-0.02, 0.00, -0.01], [-0.01, -0.03, -0.01], [0.08, 0.01, -0.01], [-0.08, -0.03, 0.01], [0.06, -0.01, 0.01], [-0.01, 0.10, -0.03], [0.01, -0.30, -0.04], [-0.05, 0.18, 0.21], [0.14, 0.21, -0.16], [0.21, -0.10, -0.20], [-0.20, 0.08, 0.07], [-0.14, -0.19, 0.15], [-0.04, 0.11, 0.00], [0.06, -0.06, 0.03], [0.09, -0.07, 0.16], [-0.09, 0.09, -0.14], [0.00, -0.10, 0.09], [-0.05, 0.45, -0.17], [-0.04, -0.19, -0.07], [0.30, -0.24, -0.01], [-0.16, 0.05, -0.11], [-0.12, -0.22, 0.16], [0.03, 0.01, -0.05], [-0.04, 0.05, -0.05], [0.01, 0.00, -0.03], [-0.01, 0.00, 0.03], [0.00, -0.04, 0.07], [0.16, 0.05, -0.04], [-0.03, 0.00, 0.02]], "mulliken_charge": [0.3216, -0.8207, -0.6942, -0.3502, 0.1898, 0.4101, -0.1959, 0.3907, -0.4059, -0.9662, 0.6078, -0.4701, -0.6558, -0.5965, -0.2778, 0.5337, -0.1862, -0.5465, 0.3600, -0.2222, 0.1376, -0.4031, -0.4312, 0.1473, -0.2292, -0.4240, 0.0913, -0.1044, -0.7016, -0.7459, 0.2445, -0.0563, 0.2982, -0.2241, -0.6549, -0.5745, -0.5417, 0.2247, 0.2928, 0.0601, -0.2507, 0.3772, 0.3930, 0.5255, 0.5144, 0.3850, 0.3774, 0.5195, 0.4734, 0.3952, 0.3669, 0.5387, 0.5124, 0.3726, 0.3771, 0.5130, 0.4829, -0.5717, 0.4438, -0.5078, -0.5371, -0.9991, -0.4902, 0.3957, -0.7333, 1.5206, -1.1580, 0.1325, -0.6451, 0.4666, -0.2754, -0.7434, -0.4102, -0.7580, -0.0918, 0.3970, 0.3574, 0.3565, 0.4793, 0.2894, 0.4365, 0.3916, 0.3624, 0.3705, 0.4085, -0.3953, 0.7692, 0.2448, -0.3893, -0.2223, -0.4354, 0.2596, 0.1966, -0.3904, -0.2167, 0.0337, -0.3748, -1.2286, 0.4139, -0.7478, -0.4211, -0.6257, 2.0220, -1.3607, 1.1591, 0.4136, 0.3188, 0.2903, 0.3023, 0.3071, -0.7724, 0.2581]}


Record 3
{"formula": "C29H32CoN4O4S2Te", "method": "ωB97M-V/def2-TZVPD", "spin_multiplicity": 2, "homo_lumo_gap_ha": [0.2396, 0.2382], "s2": 0.779, "homo_energy_ev": [-6.5, -6.5], "symbols": ["Co", "N", "C", "C", "N", "C", "C", "N", "C", "C", "N", "H", "H", "H", "H", "H", "H", "C", "C", "S", "O", "C", "C", "H", "H", "H", "H", "H", "H", "H", "H", "H", "H", "O", "S", "C", "C", "C", "C", "C", "C", "C", "C", "C", "C", "C", "C", "H", "H", "H", "H", "H", "H", "H", "H", "H", "H", "O", "C", "O", "H", "Te", "C", "C", "C", "C", "C", "C", "H", "H", "H", "H", "H"], "coordinates": [[0.667, 0.237, -0.157], [4.579, 0.961, 0.394], [4.202, 2.216, 0.817], [2.846, 2.253, 0.717], [2.399, 1.054, 0.239], [3.455, 0.297, 0.047], [3.276, -1.044, -0.474], [2.067, -1.464, -0.761], [2.205, -2.750, -1.211], [3.521, -3.104, -1.193], [4.201, -2.003, -0.721], [5.522, 0.626, 0.332], [4.919, 2.955, 1.124], [2.173, 3.064, 0.927], [1.356, -3.337, -1.518], [4.027, -4.013, -1.464], [5.194, -1.944, -0.582], [-3.118, 3.768, 2.134], [-1.926, 3.491, 1.235], [-1.248, 1.829, 1.447], [-2.441, 0.921, 1.440], [-0.650, 1.964, 3.171], [-1.455, 1.085, 4.110], [-3.585, 4.713, 1.858], [-2.828, 3.827, 3.184], [-3.854, 2.972, 2.027], [-1.097, 4.186, 1.390], [-2.198, 3.530, 0.179], [-0.677, 3.018, 3.455], [0.382, 1.620, 3.130], [-2.516, 1.331, 4.088], [-1.081, 1.214, 5.127], [-1.332, 0.039, 3.836], [-1.055, -0.605, -0.633], [-1.806, -1.493, 0.347], [-3.506, -1.298, -0.156], [-4.470, -2.096, 0.440], [-5.796, -1.933, 0.072], [-6.141, -0.977, -0.875], [-5.163, -0.178, -1.450], [-3.831, -0.331, -1.089], [-1.533, -3.135, -0.316], [-1.641, -3.372, -1.681], [-1.364, -4.638, -2.166], [-0.978, -5.651, -1.291], [-0.863, -5.400, 0.067], [-1.138, -4.130, 0.564], [-4.190, -2.837, 1.180], [-6.560, -2.550, 0.527], [-7.177, -0.850, -1.159], [-5.436, 0.573, -2.180], [-3.052, 0.290, -1.509], [-1.927, -2.565, -2.345], [-1.448, -4.839, -3.226], [-0.763, -6.639, -1.676], [-0.551, -6.185, 0.743], [-1.026, -3.908, 1.619], [0.680, -1.868, 3.366], [0.832, -1.539, 2.201], [0.582, -0.382, 1.701], [1.214, -2.288, 1.473], [0.392, 1.491, -2.386], [2.256, 2.495, -2.515], [3.409, 1.811, -2.901], [4.641, 2.450, -2.944], [4.744, 3.797, -2.619], [3.601, 4.497, -2.260], [2.372, 3.850, -2.207], [3.333, 0.766, -3.184], [5.523, 1.901, -3.256], [5.702, 4.300, -2.664], [3.664, 5.551, -2.020], [1.486, 4.404, -1.920]], "forces_ev_per_a": [[-0.06, -0.06, 0.11], [-0.02, -0.01, 0.00], [0.01, 0.00, -0.02], [0.02, 0.04, -0.04], [-0.04, -0.06, -0.01], [0.03, -0.04, 0.05], [0.01, 0.04, 0.01], [0.05, 0.03, 0.00], [-0.01, 0.02, -0.03], [0.01, 0.00, -0.01], [-0.02, -0.01, 0.00], [0.01, 0.01, -0.03], [0.00, 0.00, 0.01], [-0.01, 0.00, 0.01], [-0.03, 0.00, 0.01], [0.00, 0.00, 0.00], [0.00, 0.00, 0.00], [0.00, 0.00, -0.01], [0.03, 0.00, -0.02], [-0.02, -0.07, -0.01], [0.05, 0.08, 0.04], [0.00, 0.01, -0.01], [0.01, -0.02, 0.01], [0.00, 0.00, 0.01], [0.00, 0.00, 0.00], [0.00, 0.00, 0.00], [0.00, 0.00, 0.00], [0.00, 0.00, -0.01], [0.00, 0.00, 0.02], [0.00, 0.02, -0.01], [0.00, 0.01, 0.00], [-0.01, 0.00, 0.00], [0.00, 0.00, 0.00], [0.06, -0.01, -0.04], [-0.08, -0.02, 0.03], [-0.01, -0.03, -0.01], [0.01, 0.00, -0.02], [-0.01, 0.01, 0.00], [-0.01, 0.00, 0.01], [0.01, 0.00, 0.00], [-0.02, -0.02, -0.01], [0.01, 0.03, 0.02], [0.01, -0.01, -0.01], [0.01, 0.01, 0.00], [0.00, 0.00, 0.01], [0.00, -0.01, -0.01], [0.02, 0.02, 0.02], [0.00, 0.00, 0.00], [0.00, 0.00, 0.00], [0.00, 0.00, 0.00], [0.00, 0.00, 0.00], [0.00, 0.00, 0.00], [0.00, 0.00, 0.00], [0.00, 0.00, 0.00], [0.00, 0.00, 0.00], [0.00, 0.00, 0.00], [0.00, 0.00, 0.00], [-0.03, 0.00, -0.01], [0.00, 0.00, 0.00], [-0.01, 0.00, 0.00], [0.01, -0.01, 0.00], [0.02, 0.05, -0.02], [-0.03, 0.02, -0.05], [-0.01, -0.04, 0.02], [0.02, 0.02, -0.01], [0.01, -0.01, 0.00], [-0.03, 0.00, 0.00], [0.03, 0.02, 0.00], [0.01, 0.01, 0.03], [-0.01, 0.00, 0.01], [0.00, 0.00, 0.00], [0.00, 0.00, 0.00], [-0.01, 0.00, 0.00]], "mulliken_charge": [0.1449, -0.0839, -0.9244, -0.5954, 1.1974, 0.2978, -0.1049, 0.3426, -0.2466, -0.7313, -0.0829, 0.1791, 0.4163, 0.5374, 0.2452, 0.4356, 0.1690, -1.0465, -0.6804, 0.8331, -0.7832, -0.6962, -1.1576, 0.4115, 0.2479, 0.2457, 0.3632, 0.4458, 0.6608, 0.2658, 0.3013, 0.4271, 0.1782, -0.3286, 0.7213, 0.1581, -0.4674, -0.6885, -0.4225, -0.7123, -0.1571, 0.3260, -0.4473, -0.7545, -0.3884, -0.7843, -0.1071, 0.4323, 0.4017, 0.3874, 0.4282, 0.4007, 0.3739, 0.3936, 0.3983, 0.4224, 0.4845, -0.6951, -0.2701, -0.1066, 0.3112, -0.1005, -0.3218, -0.2104, -0.6786, -0.4810, -0.5070, -0.3504, 0.4828, 0.4209, 0.4051, 0.3828, 0.4360]}


Record 4
{"formula": "C3H4O4Tl", "method": "ωB97M-V/def2-TZVPD", "homo_lumo_gap_ha": [0.1448, 0.1072], "charge": -1, "homo_energy_ev": [-1.7, -0.7], "symbols": ["C", "C", "O", "C", "O", "O", "O", "H", "H", "H", "Tl", "H"], "coordinates": [[1.479, -2.510, -1.119], [1.732, -1.661, 0.093], [0.535, -1.441, 0.843], [0.103, -0.152, 0.971], [-0.124, 0.223, 2.142], [0.264, 0.621, -0.005], [1.570, -2.046, -2.278], [0.839, -3.401, -0.935], [2.224, -0.721, -0.195], [2.410, -2.208, 0.767], [-0.775, 2.254, 1.257], [0.428, -0.857, -2.992]], "forces_ev_per_a": [[-0.63, 0.24, -0.05], [1.19, -0.65, -0.89], [-1.51, 0.88, 1.01], [3.78, -1.98, -0.76], [-1.50, 0.07, 1.05], [-0.93, 0.28, -0.24], [0.53, 0.02, -0.46], [0.21, 0.12, 0.17], [-0.39, -0.22, -0.03], [-0.24, 0.15, 0.19], [-0.35, 1.14, -0.04], [-0.16, -0.05, 0.05]], "nbo_charge": [0.1002, -0.1639, -0.5444, 0.9610, -0.8062, -0.7836, -0.5813, 0.0713, 0.1976, 0.1604, 0.7914, -0.4025]}


Energy relative to the best compared isomer or geometry (same formula, charge and spin), record by record: 184.5, 13.6, 9.4, 300.6 kJ/mol